# 1
{"formula": "C21H33FNO4", "method": "wB97M-V/def2-TZVPD", "multiplicity": 2, "s_squared": 0.755, "gap_ev": [7.02, 7.75], "total_charge": 0, "homo_energy_ev": [-9.00, -9.73], "elements": ["C", "C", "C", "C", "C", "C", "C", "F", "C", "C", "C", "C", "O", "C", "C", "C", "C", "N", "O", "H", "H", "H", "H", "H", "H", "H", "H", "H", "H", "H", "H", "H", "H", "H", "H", "H", "H", "H", "H", "H", "H", "H", "H", "H", "H", "H", "H", "H", "C", "C", "C", "O", "C", "C", "C", "O", "H", "H", "H", "H"], "xyz": [[-4.089, -1.740, -1.768], [-2.461, -1.433, -1.520], [-1.887, -0.993, -2.992], [-2.465, -0.180, -0.410], [-0.964, 0.125, 0.170], [-0.980, 1.108, 1.525], [-2.458, 1.708, 1.886], [-3.014, 2.665, 0.904], [0.048, 0.880, -0.884], [-0.442, 2.366, -1.370], [0.537, 3.564, -0.752], [-0.300, 4.788, -0.038], [-0.861, 5.749, -1.013], [-0.340, -1.299, 0.675], [-0.550, -2.577, -0.316], [-0.409, -3.920, 0.678], [0.689, -2.788, -1.420], [-1.902, -2.715, -0.961], [-2.823, -3.262, -0.118], [-4.724, -1.602, -0.788], [-4.213, -2.796, -2.277], [-4.494, -0.954, -2.568], [-2.428, -1.683, -3.790], [-0.736, -1.127, -3.143], [-2.238, 0.115, -3.184], [-3.125, -0.605, 0.490], [-3.030, 0.754, -0.846], [-0.217, 1.996, 1.437], [-0.631, 0.480, 2.479], [-3.258, 0.858, 2.134], [-2.344, 2.314, 2.909], [1.075, 1.030, -0.294], [0.317, 0.266, -1.840], [-0.262, 2.414, -2.549], [-1.579, 2.590, -1.214], [1.307, 3.173, 0.039], [1.145, 4.051, -1.652], [-1.177, 4.434, 0.653], [0.461, 5.365, 0.678], [-1.824, 5.862, -0.733], [-0.766, -1.564, 1.734], [0.829, -1.126, 0.813], [-1.001, -3.776, 1.678], [0.749, -4.020, 0.908], [-0.744, -4.837, 0.032], [0.980, -1.803, -1.978], [0.347, -3.578, -2.247], [1.668, -3.208, -0.916], [4.469, -1.750, 1.296], [3.571, -0.858, 0.867], [3.584, 0.536, 1.353], [2.762, 1.353, 0.963], [4.628, 0.905, 2.330], [5.526, 0.013, 2.759], [5.513, -1.381, 2.273], [6.335, -2.198, 2.663], [4.473, -2.777, 0.950], [2.800, -1.113, 0.150], [4.624, 1.932, 2.676], [6.297, 0.268, 3.476]], "nbo_charge": [-0.6198, 0.1306, -0.6498, -0.4635, 0.0007, -0.4573, 0.0246, -0.4025, -0.4565, -0.4384, -0.4445, -0.0774, -0.7410, -0.4395, 0.1198, -0.6128, -0.6501, -0.0792, -0.3357, 0.2292, 0.2311, 0.2036, 0.2231, 0.2214, 0.2315, 0.2227, 0.2512, 0.2371, 0.2256, 0.1869, 0.1816, 0.2494, 0.2089, 0.2130, 0.2283, 0.2254, 0.2237, 0.1808, 0.1620, 0.4722, 0.2222, 0.2191, 0.2303, 0.1971, 0.2333, 0.2156, 0.2353, 0.2174, -0.2067, -0.2453, 0.4937, -0.5089, -0.2386, -0.2088, 0.4621, -0.4755, 0.2350, 0.2350, 0.2361, 0.2355]}

***

# 2
{"formula": "C4H16NO3", "method": "wB97M-V/def2-TZVPD", "relative_energy_kcal_mol": 11.8, "gap_ev": 11.09, "total_charge": 1, "homo_energy_ev": -13.76, "elements": ["C", "C", "C", "C", "N", "H", "H", "H", "H", "H", "H", "H", "H", "H", "H", "H", "H", "O", "H", "H", "O", "H", "H", "O"], "xyz": [[1.494, -1.705, 1.982], [1.535, -2.054, 0.466], [0.368, -1.414, -0.212], [0.449, -0.231, -0.782], [-0.679, 0.395, -1.456], [1.697, -0.650, 2.137], [0.608, -2.076, 2.475], [2.352, -2.230, 2.422], [2.477, -1.695, 0.098], [1.431, -3.138, 0.452], [-0.569, -1.962, -0.173], [1.381, 0.294, -0.853], [-0.588, 0.403, -2.470], [-0.839, 1.375, -1.122], [-1.543, -0.128, -1.237], [-2.934, -2.315, -0.984], [-3.826, -1.275, -1.654], [-2.940, -1.399, -1.292], [-1.370, 3.836, -1.191], [-0.190, 3.327, -0.381], [-0.759, 3.091, -1.141], [0.838, 2.464, 1.933], [0.810, 3.956, 1.744], [0.797, 3.130, 1.236]], "nbo_charge": [-0.5900, -0.4418, -0.1134, -0.1008, -0.7208, 0.1996, 0.2142, 0.2269, 0.2234, 0.2311, 0.2075, 0.2219, 0.4314, 0.4749, 0.4642, 0.4967, 0.5013, -0.9741, 0.4996, 0.5157, -0.9835, 0.4893, 0.4919, -0.9652]}

***

# 3
{"formula": "C12H20MgN2O2", "method": "wB97M-V/def2-TZVPD", "relative_energy_kcal_mol": 156.4, "gap_ev": 5.69, "total_charge": 0, "homo_energy_ev": -6.94, "elements": ["C", "C", "C", "H", "C", "H", "H", "H", "C", "H", "H", "C", "H", "H", "C", "H", "H", "C", "H", "H", "Mg", "H", "C", "C", "N", "O", "C", "C", "N", "O", "H", "H", "H", "H", "H", "H", "H"], "xyz": [[0.012, 3.967, -0.131], [0.595, 1.946, -2.172], [1.134, 2.025, -0.756], [-0.292, 3.243, 0.627], [1.788, 1.207, -2.783], [-0.321, 1.295, -2.391], [1.114, 3.300, -0.444], [1.863, 1.103, -3.870], [2.527, 1.530, -0.470], [2.520, 0.547, 0.073], [3.145, 2.220, 0.120], [-0.867, 3.828, -1.370], [-1.370, 4.783, -1.625], [-1.629, 3.064, -1.151], [-0.041, 3.305, -2.584], [0.761, 4.000, -2.869], [-0.738, 3.198, -3.442], [3.053, 1.315, -1.934], [3.693, 2.191, -2.133], [3.728, 0.431, -2.025], [0.938, 0.251, -1.423], [0.024, 4.882, 0.282], [-0.274, -1.861, 2.077], [-0.149, -1.360, 0.706], [1.125, -1.192, 0.339], [1.896, -1.710, 1.409], [-1.231, -1.195, -0.233], [-2.629, -1.590, 0.069], [-0.943, -0.684, -1.465], [-1.708, -0.898, -2.434], [0.173, -2.848, 2.166], [-1.312, -1.929, 2.378], [0.229, -1.186, 2.766], [2.826, -1.738, 1.119], [-3.234, -0.702, 0.316], [-3.079, -2.035, -0.829], [-2.654, -2.282, 0.912]], "nbo_charge": [-0.2889, -0.4242, -0.3861, 0.2414, -0.8324, 0.1944, 0.2045, 0.2343, -0.5305, 0.2047, 0.2560, -0.4437, 0.2302, 0.2239, -0.3607, 0.2064, 0.2252, -0.4162, 0.1748, 0.2007, 1.7088, 0.2269, -0.6703, 0.2483, -0.3548, -0.5953, -0.0314, -0.6598, -0.1497, -0.4929, 0.2490, 0.2126, 0.2444, 0.4792, 0.2128, 0.2495, 0.2085]}

***

no.,strongest force on any atom (eV/A)
1,3.50
2,1.90
3,8.90